*one*
This record from OMol25 describes 3 unconnected molecules or ions with the total composition C3H12O2S2. The level of theory is ωB97M-V/def2-TZVPD.

```
19
Properties=species:S:1:pos:R:3:mulliken_charge:R:1
C -0.96 -1.44 -1.35 -0.64
C -1.91 -1.84 -0.21 -0.98
C -0.49 0.03 -1.26 -0.63
S 0.58 0.15 0.19 -0.08
S 0.70 2.20 0.54 -0.24
H -1.45 -1.54 -2.30 0.33
H -0.06 -2.05 -1.31 0.33
H -2.56 -1.02 0.07 0.28
H -2.56 -2.64 -0.59 0.33
H -1.37 -2.23 0.64 0.33
H -1.37 0.68 -1.28 0.40
H 0.06 0.34 -2.15 0.41
H 1.82 2.39 -0.19 0.15
H 6.19 0.75 -2.20 0.32
H 5.99 -0.74 -1.96 0.32
O 5.52 0.10 -1.93 -0.64
H -5.14 -0.47 3.05 0.32
H -5.25 -1.94 2.64 0.32
O -4.85 -1.35 3.30 -0.64
```

Output
HOMO   -8.9 eV
2S+1   1
Total charge   0

=====

*two*
This record from OMol25 describes 3 unconnected molecules or ions with the total composition C3H12O2S2. The level of theory is ωB97M-V/def2-TZVPD.

```
19
Properties=species:S:1:pos:R:3:mulliken_charge:R:1
C 0.22 1.80 -1.91 -1.24
C 0.45 0.30 -1.71 -0.26
S -1.07 -0.57 -1.25 -0.17
S -0.28 -2.48 -0.98 -0.12
C 0.37 -2.34 0.72 -0.64
H -0.28 1.96 -2.87 0.38
H -0.37 2.28 -1.13 0.33
H 1.21 2.23 -2.00 0.32
H 1.17 0.13 -0.92 0.22
H 0.84 -0.12 -2.64 0.44
H 0.99 -3.21 0.92 0.35
H -0.46 -2.29 1.42 0.22
H 1.04 -1.48 0.83 0.19
H -2.47 0.67 2.54 0.27
H -2.06 -0.11 1.26 0.29
O -1.76 0.18 2.13 -0.63
H 0.08 0.72 1.71 0.38
H 1.40 1.23 2.36 0.28
O 0.97 1.09 1.51 -0.61
```

Output
HOMO   -8.8 eV
2S+1   1
Total charge   0

=====

It comes down to *two*, which is 56.6 kJ/mol more stable than the next structure.

=====

*one*
This record from OMol25 describes 3 unconnected molecules or ions with the total composition C3H12O2S2. The level of theory is ωB97M-V/def2-TZVPD.

```
19
Properties=species:S:1:pos:R:3:mulliken_charge:R:1
C -3.85 -0.34 -1.75 -1.02
C -2.53 0.22 -1.14 -0.33
S -1.50 -1.11 -0.60 -0.13
S 0.43 -0.48 -0.79 -0.08
C 0.85 0.12 0.89 -0.74
H -3.72 -0.32 -2.83 0.27
H -4.69 0.31 -1.57 0.32
H -4.04 -1.37 -1.46 0.28
H -2.15 0.81 -1.98 0.32
H -2.82 0.92 -0.37 0.30
H 0.06 -0.19 1.53 0.34
H 1.76 -0.42 1.11 0.17
H 0.91 1.21 0.95 0.30
H 2.21 -2.40 2.28 0.32
H 1.72 -2.15 3.70 0.32
O 2.27 -2.74 3.18 -0.64
H 5.12 2.06 -0.90 0.32
H 5.28 3.30 -0.04 0.32
O 4.69 2.56 -0.20 -0.63
```

Output
HOMO   -8.9 eV
2S+1   1
Total charge   0

=====

*two*
This record from OMol25 describes 3 unconnected molecules or ions with the total composition C3H12O2S2. The level of theory is ωB97M-V/def2-TZVPD.

```
19
Properties=species:S:1:pos:R:3:mulliken_charge:R:1
C 0.15 -0.46 0.63 -0.44
C 1.26 0.12 1.39 -0.97
C -1.19 0.30 0.87 -0.54
S -2.43 -1.09 0.99 -0.09
S -3.41 -0.97 -0.76 -0.25
H 0.49 -0.48 -0.36 0.33
H 0.01 -1.53 0.92 0.34
H 1.11 1.21 1.30 0.39
H 2.28 -0.16 1.00 0.15
H 1.16 -0.47 2.37 0.25
H -0.88 1.09 1.63 0.36
H -1.46 0.81 -0.05 0.31
H -4.62 -0.34 -0.52 0.18
H -3.43 0.34 -3.17 0.28
H -2.11 -0.07 -3.73 0.32
O -3.02 0.16 -4.02 -0.60
H 5.03 0.18 1.12 0.31
H 5.41 0.64 -0.25 0.30
O 5.62 0.71 0.63 -0.61
```

Output
HOMO   -9.4 eV
2S+1   1
Total charge   0

=====

It comes down to *one*, which is 111.0 kJ/mol more stable than the next structure.

=====

*one*
This record from OMol25 describes 6 unconnected molecules or ions with the total composition C12H36O6S6. The level of theory is ωB97M-V/def2-TZVPD.

```
60
Properties=species:S:1:pos:R:3:mulliken_charge:R:1
C 28.14 5.28 -4.46 -0.90
S 27.34 4.57 -3.01 0.62
O 27.48 3.08 -2.92 -0.63
C 28.36 5.45 -1.70 -1.05
H 29.21 5.04 -4.55 0.42
H 28.00 6.36 -4.49 0.25
H 27.71 4.84 -5.36 0.27
H 27.65 5.66 -0.91 0.30
H 28.69 6.39 -2.15 0.33
H 29.24 4.85 -1.49 0.38
C 23.88 8.95 -4.36 -1.10
S 24.37 7.51 -3.37 0.64
O 25.12 6.63 -4.36 -0.48
C 25.71 8.34 -2.42 -1.02
H 23.14 8.50 -5.02 0.29
H 24.80 9.22 -4.87 0.38
H 23.38 9.76 -3.85 0.41
H 26.23 7.61 -1.80 0.17
H 25.18 9.03 -1.76 0.44
H 26.40 8.94 -3.01 0.34
C 21.89 1.99 -1.59 -0.80
S 22.64 0.55 -0.78 0.43
O 22.09 -0.63 -1.51 -0.63
C 24.30 0.92 -1.31 -0.83
H 20.95 2.28 -1.11 0.43
H 21.69 1.85 -2.65 0.25
H 22.58 2.83 -1.45 0.25
H 25.05 0.15 -1.11 0.41
H 24.62 1.76 -0.70 0.31
H 24.23 1.07 -2.39 0.20
C 24.28 4.15 -5.46 -0.71
S 23.11 2.86 -5.96 0.28
O 22.70 2.26 -4.64 -0.53
C 21.76 3.95 -6.55 -0.71
H 25.31 3.82 -5.62 0.29
H 24.20 4.30 -4.39 0.13
H 24.21 5.02 -6.10 0.39
H 21.07 4.19 -5.74 0.15
H 21.18 3.50 -7.36 0.25
H 22.14 4.85 -7.03 0.37
C 19.02 4.95 -9.47 -0.76
S 19.41 5.63 -11.11 0.47
O 20.90 5.89 -11.23 -0.61
C 19.00 4.12 -11.97 -0.90
H 19.04 5.75 -8.72 0.33
H 19.70 4.15 -9.18 0.10
H 18.01 4.55 -9.32 0.44
H 17.91 4.10 -11.97 0.33
H 19.32 3.21 -11.44 0.29
H 19.35 3.96 -12.99 0.33
C 19.42 6.94 -1.89 -0.88
S 19.68 5.26 -2.55 0.55
O 18.77 4.96 -3.71 -0.66
C 21.31 5.44 -3.31 -0.51
H 19.58 6.96 -0.82 0.32
H 18.46 7.26 -2.29 0.37
H 20.16 7.62 -2.33 0.19
H 21.11 6.04 -4.20 0.49
H 21.57 4.42 -3.59 -0.33
H 22.14 5.84 -2.74 0.45
```

Output
HOMO   -8.1 eV
2S+1   1
Total charge   0

=====

*two*
This record from OMol25 describes 6 unconnected molecules or ions with the total composition C12H36O6S6. The level of theory is ωB97M-V/def2-TZVPD.

```
60
Properties=species:S:1:pos:R:3:mulliken_charge:R:1
C 7.46 2.22 1.74 -0.81
S 6.38 1.67 0.23 0.47
O 7.29 0.58 -0.47 -0.63
C 5.09 0.66 1.04 -0.68
H 6.84 2.16 2.64 0.27
H 7.74 3.25 1.52 0.29
H 8.32 1.60 1.99 0.30
H 5.56 -0.32 1.11 0.33
H 4.19 0.64 0.42 0.16
H 5.00 1.08 2.04 0.31
C -2.50 5.31 0.22 -0.79
S -3.47 6.01 -1.18 0.58
O -2.55 6.33 -2.32 -0.58
C -3.86 7.57 -0.20 -1.05
H -1.67 4.77 -0.22 0.21
H -3.00 4.50 0.76 0.29
H -2.31 6.03 1.02 0.38
H -3.95 8.20 -1.08 0.34
H -3.13 8.08 0.44 0.34
H -4.87 7.63 0.21 0.34
C -1.50 3.60 -3.32 -0.83
S -3.29 3.40 -3.52 0.37
O -3.49 2.70 -4.90 -0.64
C -3.62 2.19 -2.17 -0.78
H -1.25 4.42 -2.65 0.25
H -1.07 3.85 -4.29 0.37
H -0.94 2.69 -3.13 0.29
H -4.66 1.95 -1.95 0.48
H -3.10 2.63 -1.31 0.08
H -3.19 1.29 -2.61 0.31
C -1.82 -4.51 -0.84 -0.41
S -1.23 -5.25 -2.41 0.42
O -0.06 -4.44 -2.94 -0.64
C -0.50 -6.88 -1.98 -0.79
H -1.76 -5.34 -0.13 -0.01
H -2.84 -4.16 -0.93 0.44
H -1.10 -3.71 -0.66 0.10
H -0.14 -7.45 -2.84 0.36
H -1.23 -7.49 -1.45 0.32
H 0.35 -6.79 -1.30 0.20
C 0.04 -4.03 2.79 -0.43
S -0.34 -5.71 2.29 0.42
O 0.28 -5.86 0.90 -0.53
C 0.93 -6.71 3.34 -0.99
H -0.38 -3.83 3.78 0.44
H -0.43 -3.26 2.19 -0.21
H 1.11 -3.81 2.72 0.32
H 0.78 -7.77 3.11 0.33
H 1.13 -6.45 4.38 0.37
H 1.84 -6.38 2.83 0.30
C 0.95 0.68 1.59 -0.67
S -0.74 1.12 0.98 0.44
O -0.51 2.10 -0.14 -0.54
C -1.10 -0.41 0.03 -0.71
H 0.91 -0.39 1.79 0.23
H 1.28 1.25 2.46 0.37
H 1.62 0.72 0.73 0.14
H -2.08 -0.16 -0.39 0.33
H -1.08 -1.23 0.75 0.08
H -0.33 -0.56 -0.72 0.37
```

Output
HOMO   -8.1 eV
2S+1   1
Total charge   0

=====

It comes down to *one*, which is 155.3 kJ/mol more stable than the next structure.

=====

*one*
This record from OMol25 describes a single C4H6FNO2 molecule. The level of theory is ωB97M-V/def2-TZVPD.

```
14
Properties=species:S:1:pos:R:3:mulliken_charge:R:1
C -0.44 -0.61 -1.93 -0.93
C 0.56 -0.18 -1.19 0.42
C -1.21 0.48 0.78 0.43
C 0.26 0.56 0.25 0.37
N 1.16 0.03 1.21 -0.80
O -1.18 0.27 2.12 -0.50
O -2.22 0.64 0.16 -0.53
F 1.86 -0.50 -1.45 -0.26
H -0.48 -1.22 -2.75 0.37
H -1.45 -0.33 -1.83 0.27
H 0.39 1.68 -0.05 0.27
H 1.01 -0.99 1.14 0.26
H -0.36 -0.04 2.54 0.37
H 2.10 0.21 1.00 0.25
```

Output
HOMO   -10.0 eV
2S+1   1
Total charge   0

=====

*two*
This record from OMol25 describes a single C4H6FNO2 molecule. The level of theory is ωB97M-V/def2-TZVPD.

```
14
Properties=species:S:1:pos:R:3:mulliken_charge:R:1
C 1.84 0.39 -1.31 -0.10
C 0.73 -1.06 0.18 -0.68
C -0.35 1.14 -0.56 -0.63
C 0.92 0.43 -0.21 1.22
N 2.60 0.26 -2.17 -0.43
O 1.87 -1.63 0.66 -0.49
O -0.21 2.39 -1.16 -0.52
F 1.54 1.07 0.86 -0.35
H 0.18 -1.52 -0.65 0.32
H 0.08 -1.17 1.04 0.36
H -0.84 0.50 -1.30 0.22
H -0.94 1.29 0.43 0.34
H 2.70 -1.55 0.04 0.38
H -0.87 3.04 -0.75 0.36
```

Output
HOMO   -10.9 eV
2S+1   1
Total charge   0

=====

It comes down to *one*, which is 19.8 kJ/mol more stable than the next structure.